(1)
{
  "formula": "C16H30BN2O4",
  "method": "the ωB97M-V functional and the def2-TZVPD basis",
  "species": ["N", "B", "C", "C", "O", "C", "C", "C", "N", "C", "C", "C", "C", "C", "C", "C", "O", "H", "H", "H", "H", "H", "H", "H", "H", "H", "H", "H", "H", "H", "H", "H", "H", "H", "H", "H", "H", "H", "H", "O", "C", "O", "C", "C", "C", "H", "H", "H", "H", "H", "H", "H", "H"],
  "xyz": [[3.24, -0.53, 0.67], [3.12, 0.74, -0.26], [4.66, 1.16, -0.78], [4.95, 2.66, -0.85], [4.16, 3.23, -1.93], [2.38, 1.91, 0.61], [0.95, 1.41, 1.03], [-0.07, 2.40, 0.45], [-1.49, 2.03, 0.69], [-2.21, 2.04, -0.58], [-3.66, 1.62, -0.44], [-4.34, 1.54, 0.75], [-5.65, 1.12, 0.74], [-6.29, 0.79, -0.41], [-5.64, 0.90, -1.63], [-4.33, 1.30, -1.62], [-3.64, 1.37, -2.83], [3.77, -1.20, 0.12], [3.82, -0.24, 1.46], [2.40, 0.50, -1.23], [5.38, 0.61, -0.15], [4.77, 0.78, -1.81], [6.01, 2.81, -1.13], [4.78, 3.19, 0.09], [4.77, 3.28, -2.67], [2.95, 2.25, 1.50], [2.28, 2.79, -0.05], [0.89, 1.32, 2.12], [0.80, 0.45, 0.53], [0.10, 2.41, -0.63], [0.12, 3.43, 0.80], [-1.91, 2.69, 1.34], [-2.10, 2.99, -1.14], [-1.74, 1.26, -1.19], [-3.82, 1.82, 1.67], [-6.20, 1.01, 1.67], [-7.32, 0.44, -0.43], [-6.11, 0.67, -2.58], [-3.65, 2.30, -3.10], [0.19, -6.77, 2.21], [0.11, -5.80, 1.51], [1.21, -5.31, 0.94], [1.19, -4.26, -0.06], [1.14, -2.89, 0.57], [-1.21, -5.08, 1.32], [0.39, -4.43, -0.77], [2.12, -4.37, -0.61], [0.23, -2.74, 1.15], [1.19, -2.11, -0.20], [1.97, -2.74, 1.25], [-1.36, -4.41, 2.16], [-2.00, -5.82, 1.30], [-1.27, -4.51, 0.39]],
  "multiplicity": 1,
  "total_charge": -1,
  "max_force_ha_per_bohr": 0.032,
  "e_lumo_ev": 2.6,
  "e_tot_ev": -28925.798,
  "gap_ev": 6.523
}

(2)
{
  "formula": "CH3N3O2S",
  "method": "the ωB97M-V functional and the def2-TZVPD basis",
  "species": ["C", "N", "N", "N", "O", "O", "S", "H", "H", "H"],
  "xyz": [[0.17, -0.12, -0.88], [-0.26, -0.89, 0.06], [0.15, 1.69, -0.15], [-0.30, 1.93, 1.06], [-0.74, 0.97, 1.71], [-0.27, 3.06, 1.48], [0.70, -0.08, -2.35], [-0.57, -0.41, 0.94], [-0.28, -1.88, -0.11], [0.52, 2.47, -0.66]],
  "multiplicity": 3,
  "max_force_ha_per_bohr": 0.057,
  "e_lumo_ev": [0.6, -3.7],
  "e_tot_ev": -20477.626,
  "s2": 2.01,
  "gap_ev": [6.719, 6.405]
}

(3)
{
  "formula": "C14H27HgN3OPS",
  "method": "the ωB97M-V functional and the def2-TZVPD basis",
  "species": ["Hg", "S", "C", "C", "C", "C", "C", "N", "H", "H", "H", "H", "C", "C", "N", "C", "C", "C", "C", "N", "H", "H", "H", "H", "H", "H", "H", "H", "H", "H", "H", "H", "H", "H", "C", "P", "C", "C", "O", "H", "H", "H", "H", "H", "H", "H", "H", "H"],
  "xyz": [[-1.72, -0.19, -1.02], [-3.71, 0.13, 1.13], [-3.80, -1.58, 1.21], [-4.77, -2.18, 2.03], [-4.82, -3.55, 2.11], [-3.91, -4.31, 1.38], [-3.01, -3.64, 0.58], [-2.95, -2.32, 0.49], [-5.46, -1.55, 2.57], [-5.57, -4.03, 2.72], [-3.89, -5.39, 1.44], [-2.29, -4.17, -0.03], [1.85, -0.40, 1.56], [2.07, 0.25, 0.20], [2.63, -0.65, -0.79], [4.06, -0.58, -1.02], [4.85, -1.49, -0.07], [1.85, -1.60, -1.35], [2.47, -2.46, -2.43], [0.63, -1.76, -0.99], [1.57, 0.37, 2.28], [2.76, -0.89, 1.91], [1.05, -1.12, 1.50], [2.75, 1.10, 0.29], [1.12, 0.63, -0.18], [4.37, 0.45, -0.87], [4.29, -0.84, -2.05], [4.82, -1.10, 0.95], [5.89, -1.55, -0.38], [4.43, -2.49, -0.06], [2.77, -1.85, -3.28], [1.74, -3.18, -2.79], [3.34, -3.01, -2.07], [0.19, -2.53, -1.47], [-2.44, 3.84, -1.26], [-0.84, 3.63, -0.40], [0.13, 5.14, -0.78], [-1.22, 3.67, 1.39], [-0.11, 2.42, -0.81], [-2.90, 4.81, -1.05], [-3.10, 3.04, -0.93], [-2.27, 3.73, -2.32], [-0.39, 6.05, -0.48], [0.31, 5.16, -1.85], [1.08, 5.07, -0.26], [-1.68, 4.61, 1.69], [-0.28, 3.53, 1.94], [-1.89, 2.84, 1.61]],
  "multiplicity": 2,
  "max_force_ha_per_bohr": 0.028,
  "e_lumo_ev": [0.7, -1.3],
  "e_tot_ev": -45773.541,
  "s2": 0.76,
  "gap_ev": [7.646, 5.941]
}

(4)
{
  "formula": "C30H39N5OPb",
  "method": "the ωB97M-V functional and the def2-TZVPD basis",
  "species": ["Pb", "N", "N", "C", "C", "C", "C", "H", "H", "H", "C", "C", "H", "H", "H", "C", "C", "H", "H", "H", "C", "H", "H", "H", "C", "H", "H", "H", "C", "H", "C", "H", "C", "H", "C", "H", "C", "C", "H", "C", "C", "H", "C", "H", "N", "C", "C", "C", "H", "C", "C", "H", "H", "H", "C", "H", "C", "C", "H", "H", "H", "C", "H", "H", "H", "C", "N", "C", "N", "O", "H", "H", "H", "H", "H", "H"],
  "xyz": [[0.15, -0.11, 1.13], [-2.64, 2.04, 1.98], [0.12, 2.19, -0.51], [-0.02, -2.19, -0.97], [-1.14, -1.44, -1.45], [-2.12, -1.38, -0.44], [-3.41, -0.64, -0.52], [-3.50, -0.02, -1.40], [-3.45, 0.02, 0.34], [-4.26, -1.31, -0.45], [-1.60, -2.10, 0.74], [-2.20, -2.22, 2.10], [-2.87, -3.08, 2.18], [-2.82, -1.35, 2.30], [-1.46, -2.22, 2.89], [-0.30, -2.58, 0.39], [0.64, -3.29, 1.32], [0.56, -2.94, 2.35], [1.67, -3.17, 1.02], [0.41, -4.35, 1.33], [-1.27, -0.80, -2.81], [-1.84, -1.45, -3.46], [-0.30, -0.64, -3.26], [-1.77, 0.16, -2.76], [1.23, -2.51, -1.73], [2.09, -2.58, -1.07], [1.44, -1.74, -2.47], [1.10, -3.46, -2.24], [-3.04, 2.53, 3.17], [-4.08, 2.33, 3.47], [-2.17, 3.12, 4.06], [-2.54, 3.40, 5.06], [-0.85, 3.34, 3.64], [-0.16, 3.88, 4.32], [-0.44, 2.95, 2.36], [0.59, 3.08, 2.04], [-1.38, 2.44, 1.43], [-1.12, 2.03, 0.14], [-1.92, 1.64, -0.46], [0.91, 1.07, -0.71], [0.75, 3.32, -1.01], [0.26, 4.28, -0.85], [1.87, 2.93, -1.61], [2.62, 3.53, -2.14], [1.99, 1.56, -1.43], [3.01, 0.71, -2.00], [3.03, 0.52, -3.38], [3.98, -0.34, -3.94], [4.04, -0.47, -5.04], [4.89, -1.05, -3.13], [5.96, -1.93, -3.74], [6.10, -2.83, -3.13], [6.92, -1.40, -3.80], [5.67, -2.22, -4.76], [4.80, -0.89, -1.74], [5.51, -1.43, -1.10], [3.85, -0.03, -1.16], [3.75, 0.07, 0.32], [3.55, 1.09, 0.66], [4.70, -0.25, 0.78], [2.97, -0.61, 0.75], [2.05, 1.22, -4.28], [2.36, 2.26, -4.46], [1.03, 1.24, -3.87], [2.00, 0.71, -5.26], [-3.05, -0.25, 4.64], [-4.19, -0.08, 3.73], [-4.10, 0.17, 2.40], [-5.20, 0.57, 1.74], [-2.65, 0.59, 1.99], [-2.07, -0.13, 4.15], [-3.10, -1.25, 5.07], [-3.12, 0.48, 5.45], [-5.11, -0.03, 4.14], [-5.20, 0.76, 0.78], [-6.10, 0.54, 2.17]],
  "multiplicity": 1,
  "total_charge": -2,
  "max_force_ha_per_bohr": 0.098,
  "e_lumo_ev": [4.8, 4.9],
  "e_tot_ev": -46477.460,
  "gap_ev": [2.536, 3.415]
}

(5)
{
  "formula": "C26H46O2P2Pt",
  "method": "the ωB97M-V functional and the def2-TZVPD basis",
  "species": ["Pt", "C", "C", "C", "C", "C", "C", "H", "H", "H", "C", "H", "H", "H", "C", "H", "H", "H", "C", "H", "H", "H", "C", "H", "H", "H", "C", "C", "C", "C", "C", "C", "C", "C", "H", "H", "H", "H", "H", "H", "H", "H", "H", "H", "H", "H", "P", "P", "C", "C", "H", "H", "H", "H", "C", "H", "H", "H", "C", "H", "H", "H", "C", "H", "H", "H", "C", "H", "H", "H", "C", "O", "C", "O", "H", "H", "H"],
  "xyz": [[0.49, 0.02, 0.65], [-3.22, -0.75, 1.31], [-3.80, 0.17, 0.40], [-2.89, -1.56, -0.81], [-2.60, -1.80, 0.57], [-3.61, -0.32, -0.92], [-3.37, -0.71, 2.77], [-3.37, 0.33, 3.13], [-2.58, -1.29, 3.27], [-4.33, -1.15, 3.09], [-1.81, -2.91, 1.16], [-1.16, -2.48, 1.95], [-1.19, -3.37, 0.38], [-2.43, -3.71, 1.61], [-2.67, -2.50, -1.92], [-3.30, -3.39, -1.80], [-1.64, -2.86, -1.95], [-2.93, -2.07, -2.88], [-4.32, 0.19, -2.12], [-5.31, -0.31, -2.20], [-3.75, -0.01, -3.05], [-4.50, 1.27, -2.03], [-4.66, 1.29, 0.81], [-5.67, 0.93, 1.06], [-4.77, 2.04, 0.02], [-4.25, 1.80, 1.68], [3.66, 1.44, 1.59], [2.41, 1.59, 2.37], [1.81, 2.94, 2.59], [0.81, 3.36, 1.48], [0.58, 2.18, 0.50], [1.75, 1.89, -0.35], [2.99, 2.81, -0.39], [4.07, 2.60, 0.71], [2.57, 3.73, 2.76], [1.14, 4.32, 0.99], [1.22, 2.89, 3.51], [4.18, 3.52, 1.31], [4.50, 0.94, 2.13], [2.34, 0.95, 3.26], [5.06, 2.42, 0.26], [3.48, 2.66, -1.37], [1.46, 1.80, -1.41], [2.69, 3.87, -0.43], [-0.17, 3.61, 1.92], [-0.45, 2.16, 0.07], [2.76, 0.30, 0.56], [0.56, -0.09, -2.06], [3.42, -0.31, -1.00], [2.43, -0.23, -2.21], [3.73, -1.34, -0.76], [4.38, 0.17, -1.25], [2.75, 0.54, -2.93], [2.53, -1.18, -2.76], [0.13, -1.13, -3.50], [-0.97, -1.17, -3.60], [0.51, -2.16, -3.41], [0.56, -0.64, -4.39], [-0.44, 1.37, -2.70], [-0.05, 1.64, -3.69], [-0.43, 2.24, -2.02], [-1.48, 1.01, -2.78], [2.93, -1.03, 1.87], [1.94, -1.38, 2.13], [3.39, -0.72, 2.81], [3.49, -1.86, 1.45], [-0.26, 0.28, 2.57], [-1.30, 0.27, 2.87], [0.16, 1.29, 2.64], [0.32, -0.47, 3.12], [0.76, -3.92, -1.41], [0.32, -2.53, -1.15], [1.02, -1.97, -0.07], [1.82, -2.76, 0.42], [0.15, -4.30, -2.24], [0.57, -4.54, -0.51], [1.83, -3.93, -1.67]],
  "multiplicity": 5,
  "total_charge": 2,
  "max_force_ha_per_bohr": 0.069,
  "e_lumo_ev": [-5.7, -8.0],
  "e_tot_ev": -53603.882,
  "s2": 6.03,
  "gap_ev": [7.550, 5.763]
}

(6)
{
  "formula": "C54H43AsO4P2Sn",
  "method": "the ωB97M-V functional and the def2-TZVPD basis",
  "species": ["Sn", "O", "C", "C", "C", "C", "C", "C", "P", "C", "C", "C", "C", "C", "C", "C", "C", "C", "C", "C", "C", "C", "C", "C", "C", "C", "C", "P", "C", "C", "C", "C", "C", "C", "C", "C", "C", "C", "C", "C", "H", "H", "H", "H", "H", "H", "H", "H", "H", "H", "H", "H", "H", "H", "H", "H", "H", "H", "H", "H", "H", "H", "H", "H", "H", "H", "H", "H", "O", "O", "O", "As", "C", "C", "C", "C", "C", "C", "C", "C", "C", "C", "C", "C", "C", "C", "C", "C", "C", "C", "H", "H", "H", "H", "H", "H", "H", "H", "H", "H", "H", "H", "H", "H", "H"],
  "xyz": [[-0.94, -0.83, -1.53], [3.35, -0.47, 1.84], [4.42, 0.34, 2.06], [4.68, 1.01, 3.25], [5.77, 1.86, 3.33], [6.64, 2.06, 2.25], [6.38, 1.43, 1.06], [5.28, 0.54, 0.97], [5.03, -0.26, -0.56], [5.16, 0.82, -1.88], [5.90, 0.53, -3.06], [6.11, 1.53, -3.97], [5.57, 2.81, -3.76], [4.81, 3.10, -2.62], [4.59, 2.11, -1.69], [5.70, -1.84, -0.74], [5.50, -2.57, -1.93], [6.22, -3.72, -2.13], [7.10, -4.18, -1.14], [7.25, -3.49, 0.07], [6.54, -2.33, 0.29], [2.63, -0.90, 2.97], [3.29, -1.67, 3.91], [2.64, -2.06, 5.07], [1.34, -1.66, 5.31], [0.67, -0.92, 4.35], [1.30, -0.54, 3.15], [0.09, 0.06, 1.97], [-1.06, -1.29, 1.69], [-2.28, -1.38, 2.34], [-3.11, -2.47, 2.10], [-2.74, -3.46, 1.21], [-1.49, -3.40, 0.59], [-0.64, -2.33, 0.85], [-0.70, 1.50, 2.60], [-1.98, 1.87, 2.18], [-2.58, 2.99, 2.74], [-1.90, 3.74, 3.69], [-0.62, 3.39, 4.09], [-0.01, 2.27, 3.55], [4.03, 0.90, 4.10], [5.95, 2.40, 4.25], [7.51, 2.69, 2.35], [7.05, 1.56, 0.21], [6.34, -0.44, -3.22], [6.72, 1.35, -4.84], [5.74, 3.58, -4.49], [4.40, 4.09, -2.48], [3.99, 2.31, -0.81], [4.80, -2.22, -2.69], [6.12, -4.28, -3.05], [7.66, -5.09, -1.31], [7.92, -3.87, 0.83], [6.66, -1.79, 1.22], [4.31, -1.96, 3.73], [3.17, -2.67, 5.80], [0.83, -1.95, 6.22], [-0.35, -0.61, 4.53], [-2.60, -0.61, 3.03], [-4.05, -2.54, 2.63], [-3.39, -4.30, 1.03], [-1.16, -4.21, -0.04], [0.39, -2.36, 0.49], [-2.51, 1.29, 1.43], [-3.57, 3.27, 2.43], [-2.38, 4.61, 4.12], [-0.10, 3.98, 4.83], [0.97, 1.98, 3.88], [-0.36, 0.69, -0.21], [0.82, 0.30, 0.55], [-2.85, -0.42, -1.40], [-4.40, 0.11, -1.98], [-4.07, 0.60, -3.78], [-4.46, 1.82, -4.30], [-4.09, 2.16, -5.60], [-3.35, 1.27, -6.36], [-2.98, 0.03, -5.85], [-3.34, -0.31, -4.56], [-5.53, -1.39, -1.79], [-5.01, -2.63, -1.42], [-5.87, -3.71, -1.30], [-7.23, -3.55, -1.54], [-7.74, -2.31, -1.92], [-6.89, -1.22, -2.04], [-4.97, 1.56, -0.91], [-4.43, 2.83, -1.10], [-4.83, 3.87, -0.26], [-5.74, 3.62, 0.76], [-6.25, 2.35, 0.96], [-5.87, 1.31, 0.13], [-5.07, 2.51, -3.73], [-4.39, 3.11, -6.01], [-3.07, 1.53, -7.37], [-2.44, -0.67, -6.46], [-3.08, -1.29, -4.16], [-3.95, -2.74, -1.22], [-5.48, -4.68, -1.04], [-7.90, -4.39, -1.43], [-8.80, -2.20, -2.11], [-7.29, -0.26, -2.34], [-3.72, 3.03, -1.89], [-4.44, 4.86, -0.42], [-6.06, 4.44, 1.39], [-6.96, 2.17, 1.76], [-6.28, 0.32, 0.27]],
  "multiplicity": 1,
  "total_charge": 4,
  "max_force_ha_per_bohr": 0.031,
  "e_lumo_ev": -13.0,
  "e_tot_ev": -150094.544,
  "gap_ev": 4.195
}